# 1
DFT (ωB97M-V with the def2-TZVPD basis set) results for one molecule with the formula C5H6O at a distorted geometry.

XYZ file:
```
12
Properties=species:S:1:pos:R:3:forces:R:3
C 0.4585 -1.0670 1.7705 0.0 -0.3 -0.2
H -0.6421 0.6620 1.3279 0.1 -0.2 -0.3
H 0.8327 -0.7835 2.7805 -0.1 0.0 -0.2
H -0.5771 2.4562 -2.9297 0.3 0.2 -0.3
C 0.1658 0.0848 0.8404 0.1 -0.1 -0.1
C -0.5080 0.7650 -1.4743 0.1 0.4 -0.3
C -0.3727 1.6228 -2.3105 -0.9 0.0 0.6
H 1.0214 0.7720 0.8481 0.0 -0.2 -0.1
H 0.5483 -0.7883 -1.2195 0.6 -0.6 1.0
O 0.2895 -2.2281 1.4854 0.1 0.4 0.1
C -0.2304 -0.3532 -0.5855 0.1 -0.1 -0.1
H -0.9859 -1.1427 -0.5333 -0.2 0.4 -0.1
```
Positions in Å, forces in eV/Å.

Calculated values
E: -7327.1564 eV
energy above the lowest of the compared OMol25 structures with the same formula, charge and spin: 205.33 kJ/mol
total charge: 0
Kohn-Sham gap: 0.396 Eh
SMILES string: C#CCCC=O
E_HOMO: -0.364 Ha


# 2
DFT (ωB97M-V with the def2-TZVPD basis set) results for C5H6O as an isolated structure.

XYZ file:
```
12
Properties=species:S:1:pos:R:3:forces:R:3
C 0.0416 -1.1713 -0.3817 0.1 -0.2 0.0
C 0.8905 1.0708 -0.3424 0.0 0.0 0.1
C 1.0832 -0.2513 0.1559 -0.2 0.0 0.0
H 0.0203 -1.3010 -1.4696 0.0 0.0 0.1
H -0.0537 -0.3115 1.4778 0.2 0.0 0.0
H 1.5445 1.9125 -0.1541 -0.1 -0.1 -0.1
C -0.4965 1.1031 -0.3446 0.0 0.0 0.1
H 0.0430 -2.1292 0.1381 0.0 0.2 -0.1
C -1.0599 -0.1547 0.0574 -0.1 0.1 -0.2
H -1.0729 2.0227 -0.4276 0.1 -0.2 0.0
H -2.1134 -0.3566 -0.1481 0.2 0.0 0.0
O 1.1733 -0.4336 1.4391 -0.1 0.0 -0.1
```
Positions in Å, forces in eV/Å.

Calculated values
E: -7324.8596 eV
energy above the lowest of the compared OMol25 structures with the same formula, charge and spin: 426.94 kJ/mol
total charge: 0
Kohn-Sham gap (spin up / spin down): 0.304 / 0.304 Eh
E_HOMO (spin up / spin down): -0.308 / -0.308 Ha


# 3
DFT (ωB97M-V with the def2-TZVPD basis set) results for a 2-piece molecular cluster, C5H6O overall.

XYZ file:
```
12
Properties=species:S:1:pos:R:3:forces:R:3
H 0.9723 -0.7020 -0.2772 0.0 -0.1 0.2
H 1.3784 -0.6328 1.4402 -0.1 -0.1 -0.1
C -1.5975 -0.6052 0.2689 -0.5 0.2 -0.3
H 2.0086 2.1275 -1.6074 -0.2 0.0 0.0
C -0.6805 -1.1323 1.0453 -0.2 0.1 -0.1
C 0.9560 2.0613 -1.4382 -0.6 0.0 0.1
H -1.0363 -1.5408 1.9861 0.0 0.1 -0.1
H -1.2860 1.9305 -1.0882 0.2 0.0 0.0
H 1.1519 -2.2040 0.6509 -0.1 0.2 0.0
O -2.4221 -0.1331 -0.4190 0.7 -0.4 0.6
C 0.7867 -1.1720 0.6924 0.1 0.0 -0.1
C -0.2315 2.0030 -1.2538 0.6 0.0 -0.1
```
Positions in Å, forces in eV/Å.

Calculated values
E: -7326.4368 eV
energy above the lowest of the compared OMol25 structures with the same formula, charge and spin: 274.76 kJ/mol
total charge: 0
Kohn-Sham gap: 0.358 Eh
SMILES string: CC=C=O.C#C
E_HOMO: -0.326 Ha


# 4
DFT (ωB97M-V with the def2-TZVPD basis set) results for one molecule with the formula C5H6O2.

XYZ file:
```
13
Properties=species:S:1:pos:R:3:forces:R:3
C -1.1832 -0.4286 1.1311 -0.3 0.0 -0.2
C -0.4676 -0.3991 -1.1215 0.2 -0.3 0.2
C 0.7121 0.8137 0.4396 0.2 0.2 0.2
C -0.6565 0.5475 -0.1000 0.0 0.4 -0.2
H -1.3460 1.3571 -0.3196 0.0 0.0 0.2
H -1.8958 -1.1744 0.7183 0.4 -0.1 0.1
O 1.0963 1.6660 1.1990 -0.2 -0.3 -0.4
C 1.6053 -0.2279 -0.2390 0.1 0.0 0.1
H 2.3468 0.2706 -0.8737 -0.1 -0.1 0.1
H -1.8156 0.3031 1.6643 0.0 -0.2 -0.1
O 0.7065 -0.9580 -1.1284 -0.4 0.1 -0.1
H 2.0895 -0.9342 0.4307 -0.1 0.1 0.0
H -1.1918 -0.8357 -1.8008 0.0 0.2 0.0
```
Positions in Å, forces in eV/Å.

Calculated values
E: -9372.3502 eV
energy above the lowest of the compared OMol25 structures with the same formula, charge and spin: 457.87 kJ/mol
total charge: 0
Kohn-Sham gap (spin up / spin down): 0.248 / 0.248 Eh
E_HOMO (spin up / spin down): -0.270 / -0.270 Ha


# 5
DFT (ωB97M-V with the def2-TZVPD basis set) results for one molecule with the formula C5H6O2.

XYZ file:
```
13
Properties=species:S:1:pos:R:3:forces:R:3
H 1.1252 -1.3127 0.9703 -0.2 0.1 -0.1
C -0.4678 0.1678 -1.4516 -0.2 -0.1 -0.1
O -0.6291 -2.1254 -0.9194 0.0 0.2 0.1
H -0.4836 1.2314 1.5195 0.1 0.0 -0.1
H -0.2455 -0.1271 -2.4758 0.0 0.0 0.1
H -1.5034 0.5245 -1.4154 0.1 0.0 0.1
H 1.1726 0.8759 1.9338 -0.2 0.0 -0.2
C 0.4321 0.7495 1.1340 0.0 0.1 0.0
H -0.5144 -1.1833 1.5642 0.1 0.1 -0.1
O 0.3961 1.3032 -1.1759 0.2 0.1 0.3
C -0.3214 -1.0245 -0.5324 0.0 0.0 0.0
C 0.1939 -0.7413 0.8528 0.2 -0.1 0.1
C 0.8454 1.6621 -0.0041 -0.2 -0.3 0.0
```
Positions in Å, forces in eV/Å.

Calculated values
E: -9374.0877 eV
energy above the lowest of the compared OMol25 structures with the same formula, charge and spin: 290.22 kJ/mol
total charge: 0
Kohn-Sham gap: 0.334 Eh
E_HOMO: -0.312 Ha


# 6
DFT (ωB97M-V with the def2-TZVPD basis set) results for C5H6O2 as an isolated structure.

XYZ file:
```
13
Properties=species:S:1:pos:R:3:forces:R:3
H 1.3697 -0.9461 -1.3274 -0.1 -0.1 0.1
C -0.7841 0.9150 -0.0156 -0.1 0.0 -0.2
C 0.2304 1.1864 1.0016 0.1 0.2 0.1
O 0.6156 2.1638 1.5684 -0.2 -0.5 -0.3
C -0.1540 -0.9382 0.1914 0.1 -0.4 -0.1
O 0.6529 -0.0861 1.1429 0.2 0.1 0.2
H -1.1984 2.8776 -0.6659 0.1 0.0 -0.2
H 0.3218 -2.3820 -1.3237 0.0 0.1 0.1
H -1.5736 2.7679 -0.0326 -0.2 0.1 0.2
C 0.8410 -1.6596 -0.6894 0.0 0.0 0.0
H -0.7091 -1.6185 0.8392 0.0 0.1 -0.1
H 1.5701 -2.1788 -0.0606 -0.1 0.1 -0.1
C -1.1823 -0.1015 -0.6286 0.1 0.2 0.2
```
Positions in Å, forces in eV/Å.

Calculated values
E: -9371.6005 eV
energy above the lowest of the compared OMol25 structures with the same formula, charge and spin: 530.20 kJ/mol
total charge: 0
Kohn-Sham gap: 0.371 Eh
E_HOMO: -0.387 Ha


Question: Which formula does entry 6 have?
Answer: C5H6O2


Question: Number 2 is which compound?
Answer: C5H6O